264
Properties=species:S:1:pos:R:3 method="wB97M-V/def2-TZVPD" energy_ha=-4275.4333 lumo_energy_ev=0.4 total_charge=0
C 15.47648 12.89124 21.40698
C 15.06493 14.37373 21.52296
C 14.32530 14.74359 20.23893
O 14.28438 14.60676 22.72580
H 15.95839 12.66243 22.36878
H 16.16639 12.81267 20.54547
H 14.64997 12.24808 21.31023
H 15.91013 15.02046 21.70438
H 14.96784 14.70455 19.30228
H 13.89468 15.72812 20.27119
H 13.48400 14.06198 20.06158
H 13.32246 14.59223 22.51430
C 9.19219 22.37674 16.67842
C 9.59466 20.85664 16.79514
C 8.56499 19.92849 16.18183
O 10.82794 20.67414 16.16042
H 8.93857 22.71413 15.64312
H 10.06666 22.93748 17.06229
H 8.30719 22.51937 17.32286
H 9.66526 20.68757 17.87281
H 8.51859 20.09651 15.06146
H 7.61238 20.09808 16.62458
H 8.79735 18.88938 16.37158
H 11.50768 21.28312 16.45018
C 11.92419 10.02676 16.74062
C 12.75494 11.31547 16.86019
C 12.22876 12.25961 17.98843
O 14.08991 10.85353 16.93045
H 10.85694 10.17619 16.59482
H 12.08448 9.44361 17.62583
H 12.24489 9.40256 15.92641
H 12.68190 11.90551 15.96846
H 11.13438 12.47050 17.89067
H 12.78723 13.22409 17.92593
H 12.34829 11.81538 18.98016
H 14.64553 11.61728 17.02478
C 15.43699 18.54916 13.67776
C 16.30361 17.68288 12.75228
C 17.80080 17.60521 13.08807
O 15.94856 16.25716 12.89792
H 14.38752 18.42588 13.50579
H 15.70912 19.59180 13.60409
H 15.67012 18.22982 14.69359
H 16.16858 18.01237 11.71951
H 18.19969 18.60212 13.35646
H 18.38299 17.26097 12.21663
H 17.95701 17.02789 13.95011
H 15.03522 16.24594 12.55284
C 16.73562 22.01217 22.05914
C 16.41547 21.66559 20.57890
C 17.70769 21.60560 19.83411
O 15.75700 20.34290 20.46760
H 16.98221 23.06493 22.04971
H 17.64165 21.47332 22.41802
H 15.85548 21.71633 22.64578
H 15.60416 22.28093 20.13505
H 18.40683 21.01219 20.40170
H 18.03476 22.56750 19.65252
H 17.71547 21.21699 18.79480
H 16.19703 19.74355 21.07514
C 16.00592 28.33729 19.41743
C 15.89279 27.27017 20.49560
C 15.99368 25.76439 19.98803
O 16.89345 27.41011 21.51516
H 16.93253 28.23189 18.88354
H 16.04073 29.39385 19.79741
H 15.17527 28.21865 18.70164
H 14.89393 27.42872 20.95094
H 17.07224 25.59247 19.81609
H 15.38646 25.56723 19.08862
H 15.51869 25.16115 20.82791
H 16.55503 27.86485 22.30182
C 11.08846 12.61594 22.00894
C 10.71789 13.72948 22.94407
C 11.13299 13.41812 24.32974
O 11.41168 14.94440 22.53882
H 10.53869 11.67923 22.23059
H 12.14672 12.40428 22.16014
H 10.94623 12.82936 20.92558
H 9.64266 13.95082 23.00329
H 12.19942 13.23376 24.19602
H 10.55132 12.60225 24.79544
H 11.12841 14.35443 24.95280
H 10.95502 15.43127 21.80379
C 12.31170 21.94667 22.78998
C 12.41395 22.52231 21.38607
C 10.99930 22.41313 20.70541
O 12.95491 23.85564 21.42692
H 13.33146 21.93508 23.23081
H 11.98718 20.92015 22.72125
H 11.57470 22.48005 23.37839
H 13.03920 21.85444 20.82166
H 11.11837 22.97062 19.78537
H 10.21689 22.85249 21.31645
H 10.72417 21.35726 20.53726
H 12.81113 24.28929 20.60406
C 16.01398 15.48195 16.25798
C 15.49915 14.01812 16.05758
C 15.70332 13.62943 14.58527
O 16.09572 13.14471 16.93052
H 17.11083 15.42074 16.20128
H 15.70727 15.99335 17.16980
H 15.86640 16.10831 15.37748
H 14.42045 14.01221 16.26330
H 15.59040 14.53313 13.91445
H 15.11512 12.79643 14.21300
H 16.74051 13.27895 14.44971
H 16.79557 12.62162 16.63783
C 8.83826 17.33611 18.96640
C 8.99800 16.14349 19.93302
C 9.37353 14.93577 19.09519
O 10.03001 16.37631 20.89579
H 8.59939 18.19930 19.55479
H 7.93647 17.24947 18.33734
H 9.73365 17.50439 18.34608
H 8.01840 15.84900 20.32112
H 8.61852 14.73861 18.30409
H 9.44436 14.04530 19.72539
H 10.37340 15.05915 18.67809
H 9.96479 17.28457 21.28932
C 17.89013 18.84179 16.69626
C 19.38365 19.14273 16.82404
C 20.12413 17.86141 17.41895
O 19.84297 19.37376 15.50046
H 17.27717 19.60962 16.22680
H 17.52061 18.77818 17.68935
H 17.75344 17.90311 16.15399
H 19.48062 19.98878 17.50725
H 19.51807 17.53987 18.27989
H 21.15968 17.94607 17.75044
H 20.16441 17.03604 16.67011
H 20.54093 20.04746 15.52546
C 11.29818 25.49506 16.82800
C 12.41940 25.88064 17.77731
C 11.90814 26.96619 18.69281
O 12.92554 24.75788 18.58913
H 11.01229 26.32987 16.17997
H 10.41256 25.13394 17.41827
H 11.67464 24.65222 16.18850
H 13.29654 26.19849 17.17074
H 11.18468 26.57104 19.39045
H 11.44190 27.82078 18.07042
H 12.72571 27.35367 19.25898
H 12.94839 23.98181 17.94189
C 11.72656 21.15846 12.35166
C 11.07784 19.82600 12.75825
C 11.39485 18.88931 11.64898
O 11.80863 19.37390 13.91709
H 11.37857 21.50120 11.38326
H 12.79904 21.13695 12.43112
H 11.23410 21.83830 13.06147
H 9.99832 19.88363 12.87722
H 11.27346 17.85065 11.92876
H 12.36624 19.00578 11.23652
H 10.72439 19.03345 10.78673
H 11.41244 19.75484 14.75438
C 18.26260 21.34074 11.69981
C 17.49853 20.49166 10.63455
C 16.00325 20.80535 10.53748
O 17.93961 20.84710 9.34254
H 19.33846 21.07922 11.68308
H 18.01882 21.13054 12.76471
H 18.13095 22.42986 11.65665
H 17.60858 19.43987 10.80523
H 15.48913 20.51420 11.44011
H 15.66234 20.19752 9.70183
H 15.91958 21.83479 10.31934
H 18.88778 20.92111 9.31584
C 18.83980 16.61509 22.26738
C 18.17216 17.59721 21.33534
C 17.62291 16.98810 19.99456
O 17.18894 18.42021 21.97208
H 19.69647 16.05283 21.92930
H 18.02914 15.89798 22.63214
H 19.08182 17.18846 23.16649
H 18.95773 18.26201 20.98272
H 18.42766 16.43360 19.55070
H 17.33104 17.76170 19.33992
H 16.76703 16.35876 20.21223
H 16.69877 17.82163 22.59952
C 11.82017 14.57858 10.36710
C 12.97624 14.63228 11.40889
C 14.22298 14.01870 10.88166
O 13.30621 16.00750 11.69196
H 11.68062 13.56074 10.02058
H 12.19894 15.14975 9.50981
H 10.89858 15.02434 10.67360
H 12.59153 14.14505 12.31288
H 14.10719 13.00160 10.47950
H 15.04618 13.97207 11.59524
H 14.60780 14.57421 10.00468
H 12.74266 16.27705 12.46143
C 9.27770 20.18466 24.16168
C 9.21620 18.79485 23.49192
C 7.79410 18.29593 23.40571
O 9.81169 18.77565 22.20370
H 8.92647 20.93639 23.49475
H 10.25582 20.50356 24.56756
H 8.64097 20.22974 25.01228
H 9.77083 18.07385 24.09365
H 7.42188 18.05269 24.39548
H 7.66942 17.40650 22.78518
H 7.09966 19.02973 22.99944
H 9.97162 19.64529 21.76073
C 15.35590 22.91344 17.07481
C 14.11678 22.47886 16.29250
C 14.38009 21.34423 15.30341
O 13.02635 22.18943 17.18231
H 15.24206 23.91623 17.49446
H 16.28719 22.95355 16.53500
H 15.59020 22.28280 17.90825
H 13.74698 23.27902 15.63659
H 14.96237 20.57043 15.72560
H 15.00847 21.81206 14.47123
H 13.52759 20.82526 14.87746
H 13.36673 21.44481 17.76071
C 9.68644 16.16981 14.42214
C 11.04502 16.15525 15.12842
C 11.32275 14.80068 15.72806
O 12.10990 16.58038 14.30266
H 8.85204 15.88831 15.04457
H 9.74511 15.45026 13.55704
H 9.44281 17.16472 14.00385
H 10.94414 16.88035 15.99316
H 12.36227 14.70305 16.08136
H 11.15062 13.88661 15.12060
H 10.72780 14.60797 16.59333
H 12.04064 17.54777 14.25981
C 19.41315 25.58313 15.79034
C 18.77709 24.57174 16.76011
C 19.15394 23.12810 16.42022
O 19.23611 24.77784 18.07402
H 19.28662 25.18146 14.77802
H 20.49450 25.74344 16.03736
H 18.96126 26.54524 15.79288
H 17.68990 24.71036 16.79273
H 18.83887 22.93465 15.41088
H 18.66913 22.44510 17.08091
H 20.21470 22.80668 16.44904
H 19.49653 25.70835 18.05774
C 13.40025 18.22556 22.64906
C 14.21996 18.29015 23.93159
C 13.41592 18.14732 25.25242
O 15.20010 17.18370 23.85428
H 12.61137 18.95872 22.67070
H 12.89251 17.21906 22.54856
H 14.06922 18.43473 21.76414
H 14.74809 19.19433 23.93828
H 12.56337 18.85183 25.41289
H 14.10556 18.35412 26.08452
H 13.05771 17.12050 25.27928
H 14.72582 16.34384 23.59012
C 12.38741 18.88278 19.33711
C 13.61336 18.70483 18.46918
C 13.35496 18.06858 17.08396
O 14.33780 19.88982 18.30538
H 12.67566 19.48354 20.19216
H 12.02866 17.95665 19.80048
H 11.61680 19.40007 18.75786
H 14.27805 17.99277 18.99335
H 12.61806 17.29699 17.02286
H 14.24798 17.63682 16.60168
H 13.08028 18.90634 16.39399
H 15.07517 19.98988 18.93888



16
Properties=species:S:1:pos:R:3 method="wB97M-V/def2-TZVPD" energy_ha=-159.5714 lumo_energy_ev=1.1 smiles=CC.CC total_charge=0
C -0.54765 -1.60870 1.31106
C -0.16321 -2.85805 0.51175
H -1.37219 -1.13513 0.77840
H -0.88878 -1.79452 2.32718
H 0.25721 -0.88073 1.34748
H 0.89201 -2.97333 0.26827
H -0.71377 -2.97883 -0.41409
H -0.38268 -3.73712 1.12581
C 0.94236 2.36537 -0.40305
C -0.20918 2.10260 -1.38867
H 1.56224 1.47288 -0.35717
H 1.61799 3.14598 -0.76530
H 0.63953 2.79352 0.54484
H -1.13497 2.60770 -1.09980
H 0.05785 2.40979 -2.39551
H -0.55677 1.06855 -1.39120